No. 1
Here is a cluster of 3 separate species, C5H13NO2 in total from the Open Molecules 2025 dataset. Energies are from ωB97M-V with the def2-TZVPD basis set.

- LUMO level (eV) = 0.73
- energy relative to the best compared isomer or geometry (same formula, charge and spin) (kcal/mol) = 80.6
- charge = 0
- orbital gap (eV) = 8.32
- total energy (eV) = -10978.3818
- SMILES = C=C/C(C)=C/N.O.O
- strongest force on any atom (eV/Å) = 6.63

Last column: Mulliken charge in e.
Geometry (Å):
C  -0.42857  -0.11630  -0.70021  0.59
O  1.23456  0.74046  1.89316  -0.72
H  0.29250  -2.25108  -0.22088  0.29
H  1.35029  -0.81337  1.72362  0.45
H  -2.76859  -0.64590  0.56994  0.20
C  -1.46358  0.75362  -0.43632  0.04
H  -3.26351  1.03350  0.60305  0.19
H  1.54096  -0.29401  -1.67492  0.25
H  1.74644  2.00929  -2.29505  0.30
H  0.30404  0.71798  1.63358  0.36
H  0.36741  2.41397  -1.32325  0.22
C  -0.59927  -1.55697  -0.36770  -1.55
C  0.99180  1.68075  -1.68526  -1.03
C  0.72586  0.37935  -1.36835  -0.02
H  2.72925  -1.58063  1.88210  0.23
H  -1.55492  1.81971  -0.61270  0.25
H  -1.11322  -1.91456  0.52842  0.34
H  -1.01682  -2.30849  -1.19983  0.31
N  -2.53970  0.34531  0.36282  -0.40
O  1.89710  -1.59155  1.60636  -0.66
H  1.56795  1.17894  1.08142  0.35

***

No. 2
Here is a structure of composition C29H30Cl4F2IrN4O3P from the Open Molecules 2025 dataset. Energies are from ωB97M-V with the def2-TZVPD basis set.

- LUMO level (spin up / spin down) (eV) = -1.66 / -1.64
- energy relative to the best compared isomer or geometry (same formula, charge and spin) (kcal/mol) = 33.2
- charge = 0
- orbital gap (spin up / spin down) (eV) = 4.92 / 4.94
- total energy (eV) = -110317.0847
- strongest force on any atom (eV/Å) = 5.02

Last column: Mulliken charge in e.
Geometry (Å):
H  -1.93777  2.07170  0.12955  -0.52
C  4.02554  2.47371  -1.02501  -0.75
H  3.31993  3.23888  -1.32633  0.52
H  -1.90353  -3.67911  4.00417  0.39
N  2.76272  -0.99735  0.44961  0.11
C  2.64955  -3.37599  0.47661  -0.87
H  -4.15436  2.88310  1.61548  0.44
C  -3.98238  2.08081  0.89974  -0.85
H  -0.36093  -1.74455  2.90349  0.22
C  -4.00442  -0.28725  0.55133  -0.36
C  5.91764  0.61936  -0.25846  0.48
Cl  0.00021  7.22174  1.37574  -0.22
H  -0.58059  -2.61606  -4.02757  0.42
H  -3.56281  -3.73637  2.21350  0.29
F  5.76816  4.00447  -1.37842  -0.33
H  -1.40862  -4.08572  0.11545  0.27
H  -2.10996  -1.51179  2.96412  0.41
Cl  -1.64600  3.55403  -2.27975  -0.17
C  -2.52214  1.61209  0.92229  0.27
H  -0.61654  -4.16991  2.88994  0.29
C  -1.31389  -2.15141  2.56897  -0.55
C  2.09007  -2.13413  0.67864  -1.16
C  -1.54386  -3.59824  2.97939  -0.71
C  -0.73655  5.28028  -0.38839  0.31
C  -0.62542  -2.16895  -1.88554  0.16
C  -0.55310  -1.75049  -3.36682  -0.85
F  6.84758  -0.27419  0.15837  -0.34
P  -1.34140  -0.77098  0.29590  -0.72
Ir  1.82730  0.66486  -0.13558  1.72
H  -5.82202  0.88130  0.85275  0.40
C  -4.79968  0.82528  1.22471  -0.83
H  -1.63388  -0.13505  -4.39717  0.41
C  -2.09270  -3.42190  0.64501  -0.56
C  3.96179  -3.44738  0.02547  -0.56
C  -1.75474  -0.82231  -3.56050  -0.93
O  0.53514  1.97137  -1.07985  -1.22
N  -1.58825  -1.21304  -1.26073  0.22
H  -2.77286  0.38415  -2.03286  0.27
N  -1.37108  -2.20744  1.09012  1.03
C  6.35019  1.87756  -0.60519  -0.86
C  4.66829  -2.28537  -0.19288  -0.82
H  -2.03170  1.84179  1.86770  0.42
H  5.68596  -2.30692  -0.54775  0.47
H  -2.58808  -5.16528  1.84987  0.41
H  1.07688  -2.01594  1.04382  1.66
C  -2.56132  -4.07997  1.94413  -0.76
H  -4.26181  -0.36147  -0.51151  0.24
C  0.11322  5.63925  0.70737  0.36
C  -1.81698  -0.10102  -2.22744  0.19
H  -4.82998  0.66066  2.30369  0.30
C  0.99347  4.72964  1.22171  0.06
C  1.09519  3.41898  0.65436  0.62
C  0.32568  3.10495  -0.50808  -0.18
C  5.37138  2.77174  -1.00646  0.32
C  -0.63861  4.04058  -0.96427  0.43
O  -0.09877  -0.00464  0.63958  -1.63
Cl  -1.88233  6.41995  -0.97664  -0.22
Cl  2.01533  5.08399  2.55374  -0.22
H  -0.99827  -3.18563  -1.77779  0.37
H  0.37147  -1.20272  -3.55550  0.30
H  7.39234  2.15493  -0.55091  0.50
H  -2.91007  -3.17972  -0.03311  0.37
N  -2.61651  0.14203  0.74672  0.59
H  -1.03118  0.64585  -2.17084  -0.32
H  0.35926  -2.11613  -1.41284  -0.26
H  -4.17140  -1.26635  1.00604  0.19
H  4.42536  -4.40790  -0.16318  0.43
C  4.04341  -1.05496  0.02432  0.78
O  1.83948  2.50396  1.11054  -1.05
H  2.06372  -4.26475  0.66517  0.50
C  4.58097  0.25464  -0.29979  -0.37
H  -2.66528  -1.40822  -3.70903  0.34
H  -4.24437  2.45049  -0.09417  0.27
C  3.60896  1.19844  -0.65872  0.44

***

No. 3
Here is a cluster of 5 separate species, C30H25F5 in total from the Open Molecules 2025 dataset. Energies are from ωB97M-V with the def2-TZVPD basis set.

- LUMO level (eV) = 0.65
- energy relative to the best compared isomer or geometry (same formula, charge and spin) (kcal/mol) = 3.3
- charge = 0
- orbital gap (eV) = 9.67
- total energy (eV) = -45102.3094
- SMILES = Fc1ccccc1.Fc1ccccc1.Fc1ccccc1.Fc1ccccc1.Fc1ccccc1
- strongest force on any atom (eV/Å) = 1.02

Last column: Mulliken charge in e.
Geometry (Å):
H  3.26794  -1.42457  -2.43317  0.44
C  -1.52827  2.58476  -5.49679  -0.50
C  -4.28644  -1.29374  3.23400  -0.47
H  -4.12039  4.67635  -4.84892  0.37
H  -4.64547  0.18625  1.70726  0.36
C  1.81438  -6.37053  0.43416  -0.60
F  0.79345  3.87280  0.44836  -0.18
H  0.69372  -6.87783  -3.22605  0.39
C  2.53588  4.78353  4.04093  -0.64
H  -5.21419  -1.84668  3.14476  0.36
H  2.31745  -8.48490  0.32647  0.40
H  0.43712  2.54633  2.53903  0.37
H  -3.69158  -2.54940  4.87420  0.37
H  2.11400  0.69226  -2.94524  0.39
C  1.12192  3.36924  2.69173  -0.32
C  -3.40305  -1.76816  4.18542  -0.37
C  -1.51556  3.26619  -3.19625  -0.12
C  0.83256  -5.46651  -1.58654  -0.53
C  -3.22925  4.08847  -4.67792  -0.47
H  -2.40103  1.13973  1.85299  0.44
H  3.07375  4.92523  4.96719  0.35
F  1.63472  -8.94254  -2.10299  -0.32
C  1.72963  3.66579  3.89588  -0.24
H  1.29594  -1.67985  1.31250  0.47
F  2.94652  -2.78621  -0.26038  -0.32
C  1.51121  -7.75011  -1.49088  0.20
C  0.86315  0.13697  0.16848  -0.07
H  0.26798  0.55139  0.97031  0.25
H  -1.06358  2.05985  -6.32235  0.40
F  -0.52781  0.28356  3.39889  -0.25
C  1.35962  4.20713  1.62159  0.45
C  1.92785  0.20169  -2.00192  -0.51
C  -1.00840  2.49139  -4.23164  0.35
H  -3.03067  3.42391  -6.72115  0.34
H  3.49769  6.39385  3.02982  0.34
C  0.96185  -6.69959  -2.19045  -0.26
C  1.91081  -7.61609  -0.17688  -0.28
H  2.13668  -6.22753  1.45513  0.37
C  2.32651  -1.61165  -0.52530  0.30
H  2.39323  5.92786  0.83591  0.41
H  1.15698  -4.36148  0.22658  0.32
H  -1.39759  -1.52687  5.02606  0.41
F  0.03345  1.68667  -3.94189  -0.17
C  -2.13296  -1.20543  4.30005  -0.58
C  2.52126  -1.02968  -1.75617  -0.62
C  -2.66616  0.30707  2.49164  -0.04
H  -3.07882  4.59845  -2.59093  0.36
C  1.47052  -1.09484  0.41831  -0.46
C  -1.77930  -0.19589  3.42386  0.34
C  1.12072  0.79174  -1.02497  -0.18
C  2.22832  5.27794  1.68350  -0.63
C  1.26573  -5.31006  -0.27843  -0.06
C  -2.64604  3.38278  -5.70995  -0.35
C  2.77365  5.59746  2.92488  -0.30
C  -3.93829  -0.23225  2.40986  -0.53
C  -2.67875  3.99456  -3.39421  -0.49
H  0.62366  1.72379  -1.25184  0.30
H  0.53835  -4.60788  -2.17568  0.36
H  -1.09737  3.14276  -2.20513  0.30
H  1.58272  2.98249  4.72429  0.37

***

No. 4
Here is a cluster of 7 separate species, C12H36BF4O12 in total from the Open Molecules 2025 dataset. Energies are from ωB97M-V with the def2-TZVPD basis set.

- LUMO level (eV) = 2.48
- energy relative to the best compared isomer or geometry (same formula, charge and spin) (kcal/mol) = 0.0
- charge = -1
- orbital gap (eV) = 9.80
- total energy (eV) = -49150.9235
- strongest force on any atom (eV/Å) = 2.37

Last column: Mulliken charge in e.
Geometry (Å):
H  -2.99756  1.51109  -2.70138  0.33
F  -1.05060  0.15191  0.10106  -0.47
H  -1.86082  2.95629  -4.33452  0.29
H  -3.32861  -0.65159  5.18131  0.34
C  -1.85787  1.87637  -4.50397  -0.63
H  -1.23837  2.02329  1.14477  0.22
C  3.76397  1.53614  -0.59264  -0.35
H  -2.68369  1.51105  -5.11550  0.35
O  -2.96556  -0.20240  3.23979  -0.55
O  -0.77958  5.91976  0.28550  -0.55
H  -1.19898  -3.70815  -0.95829  0.29
H  3.44247  -1.99901  -0.54537  0.11
C  -0.95501  5.15110  1.46115  -0.65
H  -1.13295  1.00911  -1.45564  0.31
C  -1.48002  -2.82196  -1.54504  0.32
H  -0.58928  -2.20442  -1.68825  0.04
F  -0.07454  0.45565  2.07073  -0.53
H  -2.30129  -2.51924  -3.50121  0.21
O  -1.00997  1.46682  -2.30591  -0.40
C  -1.20678  -0.66692  4.97549  -0.25
H  4.04232  0.59087  -0.12370  0.09
H  4.60271  1.84163  -1.22545  0.39
H  -1.99459  5.13699  1.79850  0.28
C  -0.40843  3.74693  1.34005  0.00
F  1.14614  -0.37175  0.26397  -0.23
C  3.38600  -3.06976  -0.31458  -0.34
C  -2.59895  -0.92935  4.41135  -0.49
H  -0.45659  5.68538  2.27487  0.33
B  -0.06576  -0.45990  0.92304  0.96
H  -2.84684  -4.00942  -2.67480  0.35
H  -1.11261  5.40386  -0.45670  0.33
O  2.64928  1.37177  -1.46978  -0.51
H  -0.07701  3.33117  2.29663  0.32
H  1.73511  1.82893  1.05848  0.14
H  0.05571  1.80779  -4.47752  0.33
H  -1.24644  -1.07511  5.98670  0.35
H  4.34685  -3.25739  0.16866  0.32
F  -0.49732  -1.71936  1.30339  -0.39
O  3.41797  -3.83489  -1.53309  -0.57
H  -2.79988  -1.98788  4.21179  0.28
H  -1.03667  0.41391  5.03092  0.22
H  2.28694  -5.28932  0.17564  0.36
O  -0.62190  1.50670  -5.09721  -0.55
C  -1.98947  -3.36271  -2.88371  -0.76
H  -0.18888  -1.01309  3.30578  0.24
O  -1.44834  2.90658  0.80917  -0.53
H  2.60419  -3.61337  -2.00487  0.34
O  -0.97402  -4.11398  -3.53082  -0.53
C  3.47275  2.60757  0.43894  -0.38
H  3.14129  3.55804  0.01209  0.28
O  -0.19229  -1.28452  4.23805  -0.58
H  0.44934  3.71976  0.65909  0.18
H  1.26222  -3.32229  -0.03185  -0.18
H  -2.12698  -1.77509  -0.07431  0.28
O  2.25108  -4.77356  0.99126  -0.60
H  -2.33930  -0.45159  2.54757  0.34
C  -2.07661  1.16671  -3.18687  0.26
C  2.19518  -3.41820  0.53181  0.35
H  -1.05792  -5.02488  -3.24319  0.32
O  2.54597  2.19534  1.43227  -0.49
O  -2.52325  -2.14978  -0.87497  -0.63
H  4.38076  2.78930  1.02259  0.35
H  2.20912  0.53960  -1.25809  0.30
H  2.16114  -2.72315  1.36907  0.19
H  -2.15697  0.08656  -3.35224  -0.16

***

Q: What is the energy relative to the best compared isomer or geometry (same formula, charge and spin) in the first record?
A: 80.6 kcal/mol

***

Q: Look up the strongest force on any atom of the fourth one.
A: 2.37 eV/Å

***

Q: Look up the total energy of the first one.
A: -10978.3818 eV

***

Q: Among the records above, which one has the lowest charge?
A: C12H36BF4O12